[1]
The following is a quantum chemistry calculation of a molecular structure, C53H44CaNOP2S, from the Open Molecules 2025 dataset.

Values from the calculation:
HOMO-LUMO gap, eV: 8.2803
Lowest unoccupied orbital energy, eV: -2.077

```
! RIJCOSX wB97M-V def2-TZVPD def2/J DEFGRID3
* xyz 1 1
Ca -0.7452 -0.4548 -1.2929
O -0.3700 2.4000 1.4563
C 0.0397 1.9318 2.6933
C 0.7035 2.7680 3.5765
C 1.1409 2.2601 4.7890
C 0.9251 0.9275 5.1050
C 0.2864 0.0961 4.2013
C -0.1682 0.5837 2.9737
P -0.8830 -0.5096 1.7090
C -2.6830 -0.3783 1.9144
C -3.2629 0.7047 2.5703
C -4.6399 0.8601 2.5798
C -5.4506 -0.0685 1.9442
C -4.8788 -1.1550 1.2984
C -3.5021 -1.3073 1.2749
C -0.4361 -2.1788 2.2631
C -1.2860 -3.0265 2.9663
C -0.8519 -4.2891 3.3402
C 0.4346 -4.7069 3.0331
C 1.2943 -3.8606 2.3474
C 0.8559 -2.6060 1.9585
C -1.3061 3.3973 1.3456
C -1.8095 4.1348 2.4038
C -2.7482 5.1244 2.1413
C -3.1756 5.3823 0.8504
C -2.6753 4.6276 -0.1993
C -1.7384 3.6261 0.0363
P -1.2141 2.4540 -1.2238
C 0.5303 2.7855 -1.6090
C 1.3424 3.6215 -0.8506
C 2.6996 3.7106 -1.1244
C 3.2605 2.9600 -2.1451
C 2.4581 2.1216 -2.9080
C 1.1014 2.0358 -2.6389
C -2.0949 2.8630 -2.7497
C -1.7174 3.8924 -3.6109
C -2.4416 4.1321 -4.7647
C -3.5490 3.3513 -5.0679
C -3.9357 2.3277 -4.2170
C -3.2086 2.0835 -3.0612
H 0.8717 3.8016 3.3076
H 1.6567 2.9069 5.4845
H 1.2652 0.5318 6.0515
H 0.1494 -0.9495 4.4438
H -2.6489 1.4270 3.0918
H -5.0786 1.7051 3.0933
H -6.5245 0.0520 1.9585
H -5.4985 -1.8898 0.8031
H -3.0760 -2.1565 0.7543
H -2.2885 -2.7074 3.2203
H -1.5212 -4.9451 3.8798
H 0.7666 -5.6915 3.3316
H 2.3011 -4.1729 2.1040
H 1.5351 -1.9555 1.4163
H -1.4863 3.9428 3.4157
H -3.1465 5.7012 2.9650
H -3.8995 6.1609 0.6587
H -3.0248 4.8063 -1.2084
H 0.9160 4.2098 -0.0487
H 3.3198 4.3722 -0.5349
H 4.3188 3.0319 -2.3529
H 2.8847 1.5451 -3.7178
H 0.4789 1.4185 -3.2860
H -0.8532 4.5011 -3.3796
H -2.1453 4.9302 -5.4315
H -4.1092 3.5424 -5.9724
H -4.7946 1.7151 -4.4523
H -3.5186 1.2817 -2.3972
C 6.0628 -1.5505 0.7133
C 5.4749 -1.3197 -0.6865
C 6.5447 -1.5987 -1.7482
C 5.0574 0.1450 -0.7995
C 4.2975 -2.2672 -0.8932
C 4.5221 -3.6614 -0.8406
C 3.5139 -4.5816 -1.0029
C 2.2222 -4.1065 -1.2188
S 0.7323 -4.9677 -1.3973
C -0.1164 -3.4636 -1.5148
N 0.6483 -2.4002 -1.4491
C 1.9753 -2.7371 -1.2770
C 3.0137 -1.8150 -1.1214
C -1.5851 -3.4306 -1.6897
C -2.2711 -4.6495 -1.6565
C -3.6385 -4.6725 -1.8519
C -4.3104 -3.4790 -2.0885
C -3.6098 -2.2813 -2.1036
C -2.2287 -2.1955 -1.9039
H 6.9084 -0.8823 0.8795
H 6.4182 -2.5722 0.8372
H 5.3195 -1.3564 1.4873
H 7.3874 -0.9197 -1.6137
H 6.1482 -1.4550 -2.7536
H 6.9288 -2.6150 -1.6819
H 5.9239 0.7856 -0.6359
H 4.3044 0.4167 -0.0570
H 4.6586 0.3748 -1.7892
H 5.5262 -4.0223 -0.6692
H 3.7206 -5.6416 -0.9615
H 2.7958 -0.7551 -1.1795
H -1.7590 -5.5879 -1.4796
H -4.1742 -5.6119 -1.8291
H -5.3796 -3.4897 -2.2552
H -4.1826 -1.3729 -2.2752
*
```

=====

[2]
The following is a quantum chemistry calculation of C4H12N2 in the gas phase, from the Open Molecules 2025 dataset.

Values from the calculation:
Energy above the lowest of the compared OMol25 structures with the same formula, charge and spin, kcal/mol: 15.2
SMILES string: CC[C@H](N)CN
HOMO-LUMO gap, eV: 9.8870
Lowest unoccupied orbital energy, eV: 1.191

```
! RIJCOSX wB97M-V def2-TZVPD def2/J DEFGRID3
* xyz 0 1
C 1.6840 0.1567 -1.6359
C 1.0738 -0.3296 -0.3281
C -0.3880 0.0544 -0.0769
N -0.6101 1.5019 -0.3259
C -0.8503 -0.2557 1.3488
N -2.0143 -1.1047 1.4370
H 2.6286 -0.3866 -1.7970
H 1.0689 -0.1249 -2.4874
H 1.9179 1.2215 -1.6443
H 1.7197 -0.0656 0.5271
H 1.1251 -1.4271 -0.3225
H -0.9763 -0.3671 -0.8848
H 0.1340 2.0406 0.0943
H -0.7266 1.7116 -1.3046
H 0.0273 -0.5600 1.9245
H -1.1386 0.6922 1.7965
H -2.7412 -0.6803 1.9915
H -1.9341 -2.0772 1.6878
*
```

=====

[3]
The following is a quantum chemistry calculation of 3 unconnected molecules or ions with the total composition C4H11NO3, from the Open Molecules 2025 dataset.

Values from the calculation:
Energy above the lowest of the compared OMol25 structures with the same formula, charge and spin, kcal/mol: 233.9
HOMO-LUMO gap (alpha / beta), eV: 6.2635 / 6.4871
Lowest unoccupied orbital energy (alpha / beta), eV: -7.138 / -6.745

```
! RIJCOSX wB97M-V def2-TZVPD def2/J DEFGRID3
* xyz 1 2
O 1.7429 -0.4668 1.9424
C -1.8509 -0.2645 0.0740
O -2.6842 0.4723 0.7247
C -1.3641 -1.5105 0.7219
C -0.3100 -0.0320 0.3071
C 0.8389 -0.7114 -0.4982
N 1.8761 0.2329 -0.8061
H -2.1008 -0.4040 -0.9914
H -1.3693 -2.4494 0.1769
H -1.3808 -1.3984 1.8017
H 0.0974 -0.0153 1.3433
H -0.2124 0.9843 -0.1237
H 1.3077 -1.4462 0.1781
H 0.5835 -1.2890 -1.3950
H 2.1380 0.6495 0.1032
H 1.6007 0.8657 -1.6329
H 1.2338 2.4176 -3.0577
H 2.2114 -0.7944 2.7240
O 0.6963 2.0398 -2.3146
*
```

=====

[4]
The following is a quantum chemistry calculation of 2 unconnected molecules or ions with the total composition C3H8NO, from the Open Molecules 2025 dataset.

Values from the calculation:
Energy above the lowest of the compared OMol25 structures with the same formula, charge and spin, kcal/mol: 78.5
HOMO-LUMO gap, eV: 6.0955
Lowest unoccupied orbital energy, eV: 3.983

```
! RIJCOSX wB97M-V def2-TZVPD def2/J DEFGRID3
* xyz -1 1
C -1.1887 -0.1588 2.7592
O -0.6135 -0.0162 1.5678
H -1.9759 0.6314 2.9978
H -1.7233 -1.1369 2.9577
H -0.5908 -0.0044 3.7250
C -0.5005 0.2493 -1.4039
C 1.8509 -0.1993 -1.5006
N 0.8023 0.1573 -2.0977
H -0.2699 0.9057 -0.5544
H -0.7936 -0.7567 -1.1308
H -1.2391 0.7885 -1.9905
H 2.2305 -1.2210 -1.6679
H 2.2743 0.3157 -0.6184
*
```

=====

[5]
The following is a quantum chemistry calculation of C3H4ClFO in the gas phase, from the Open Molecules 2025 dataset.

Values from the calculation:
Energy above the lowest of the compared OMol25 structures with the same formula, charge and spin, kcal/mol: 27.7
SMILES string: O[C@@H]1C[C@]1(F)Cl
HOMO-LUMO gap, eV: 11.1460
Lowest unoccupied orbital energy, eV: 0.747

```
! RIJCOSX wB97M-V def2-TZVPD def2/J DEFGRID3
* xyz 0 1
O -1.3130 -0.2383 1.1596
C -0.5744 -0.5404 -0.0510
C 1.0006 -0.4166 0.2386
C 0.2964 0.5422 -0.6172
F 0.3386 0.2565 -2.0097
Cl 0.0403 2.2525 -0.2157
H -1.7047 0.6343 1.1494
H -0.9755 -1.3280 -0.7027
H 1.7557 -1.0820 -0.2145
H 1.1361 -0.0802 1.2634
*
```

=====

| no. | molar mass (g mol⁻¹) | E_tot (hartree) |
| --- | --- | --- |
| 1 | 845.0 | -3934.4663 |
| 2 | 88.2 | -269.0921 |
| 3 | 121.1 | -438.8199 |
| 4 | 74.1 | -248.9615 |
| 5 | 110.5 | -751.9469 |